1.
{"formula": "C25H28FN3O9S3", "method": "the ωB97M-V functional and the def2-TZVPD basis", "smiles": "O=C=NN(CCCSC(=S)N(c1ccccc1)c1ccccc1)S(=O)(=O)F.C[C@@H]1COC(=O)O1.C[C@@H]1COC(=O)O1", "lumo_ev": -0.95, "total_charge": 0, "gap_ev": 7.187, "relative_energy_kcal_mol": 0.00, "molar_mass_g_mol": 629.7, "symbols": ["O", "C", "N", "N", "C", "C", "C", "S", "C", "S", "N", "C", "C", "C", "C", "C", "C", "C", "C", "C", "C", "C", "C", "S", "O", "O", "F", "H", "H", "H", "H", "H", "H", "H", "H", "H", "H", "H", "H", "H", "H", "H", "H", "C", "C", "C", "O", "C", "O", "O", "H", "H", "H", "H", "H", "H", "C", "C", "C", "O", "C", "O", "O", "H", "H", "H", "H", "H", "H"], "xyz": [[-9.557, 1.431, -2.231], [-8.685, 1.960, -2.973], [-8.075, 2.890, -3.724], [-6.884, 3.257, -3.093], [-5.709, 3.109, -4.022], [-4.631, 2.040, -3.453], [-3.605, 2.689, -2.387], [-1.837, 2.704, -3.047], [-0.697, 2.984, -1.572], [0.625, 3.961, -1.873], [-1.062, 2.267, -0.346], [-0.565, 0.865, -0.283], [0.893, 0.374, -0.664], [1.232, -1.170, -0.467], [0.209, -2.214, 0.094], [-1.251, -1.740, 0.450], [-1.617, -0.210, 0.264], [-0.680, 2.921, 0.926], [-1.880, 3.266, 1.928], [-1.690, 3.920, 3.342], [-0.229, 4.265, 3.838], [0.966, 3.939, 2.858], [0.756, 3.266, 1.458], [-6.976, 4.844, -2.402], [-8.412, 5.052, -1.927], [-6.039, 4.879, -1.209], [-6.605, 6.068, -3.515], [-5.150, 4.102, -4.240], [-6.096, 2.721, -5.048], [-5.128, 1.073, -3.053], [-4.006, 1.703, -4.378], [-3.668, 2.137, -1.375], [-3.873, 3.794, -2.159], [1.681, 1.122, -1.051], [2.295, -1.554, -0.710], [0.462, -3.319, 0.258], [-2.065, -2.426, 0.878], [-2.681, 0.166, 0.548], [-2.960, 2.993, 1.593], [-2.644, 4.082, 3.973], [-0.110, 4.723, 4.887], [2.024, 4.216, 3.242], [1.656, 3.006, 0.780], [3.959, -3.705, 3.432], [4.303, -2.264, 3.126], [4.456, -1.405, 4.347], [4.136, -0.112, 3.846], [3.289, -0.302, 2.792], [2.673, 0.575, 2.252], [3.234, -1.619, 2.441], [4.796, -4.216, 3.913], [3.084, -3.773, 4.086], [3.702, -4.238, 2.513], [5.190, -2.217, 2.485], [5.471, -1.424, 4.747], [3.750, -1.650, 5.147], [3.454, -6.273, -1.959], [4.168, -5.156, -1.227], [5.574, -4.925, -1.695], [6.188, -4.366, -0.540], [5.504, -4.853, 0.536], [5.865, -4.739, 1.676], [4.362, -5.488, 0.144], [3.261, -6.000, -2.999], [4.043, -7.195, -1.943], [2.503, -6.501, -1.471], [3.571, -4.237, -1.269], [5.627, -4.230, -2.536], [6.106, -5.845, -1.958]], "mulliken_charge": [-0.39, 0.74, -0.68, 0.46, -0.73, -0.51, -0.22, -0.19, 0.14, -0.12, 0.48, 0.16, -0.05, -0.31, -0.33, -0.56, -0.34, 0.05, -0.26, -0.41, -0.38, -0.59, 0.11, 1.09, -0.57, -0.52, -0.26, 0.40, 0.35, 0.23, 0.35, 0.16, 0.25, 0.23, 0.21, 0.32, 0.30, 0.20, 0.19, 0.28, 0.31, 0.28, 0.11, -1.51, 0.56, -0.49, -0.34, 0.50, -0.48, -0.16, 0.37, 0.44, 0.21, 0.27, 0.31, 0.28, -1.51, 0.81, -0.54, -0.31, 0.64, -0.53, -0.35, 0.39, 0.36, 0.37, 0.04, 0.33, 0.31]}

2.
{"formula": "C25H28N2O3", "method": "the ωB97M-V functional and the def2-TZVPD basis", "smiles": "Cc1ccc(C(=O)/C=C/c2cn(C[C@@H](O)CN3CCOCC3)c3ccccc23)cc1", "lumo_ev": -0.01, "total_charge": 0, "gap_ev": 7.930, "relative_energy_kcal_mol": 36.04, "molar_mass_g_mol": 404.5, "symbols": ["C", "C", "C", "C", "C", "C", "C", "H", "H", "C", "O", "C", "C", "C", "C", "N", "C", "C", "C", "C", "C", "C", "H", "H", "H", "H", "C", "H", "H", "C", "O", "H", "C", "N", "C", "C", "O", "C", "C", "H", "H", "H", "H", "H", "H", "H", "H", "H", "H", "H", "H", "H", "H", "H", "H", "H", "H", "H"], "xyz": [[-7.040, 1.375, 5.660], [-5.998, 0.713, 4.811], [-5.964, 0.942, 3.439], [-5.011, 0.343, 2.640], [-4.066, -0.516, 3.198], [-4.116, -0.767, 4.567], [-5.062, -0.152, 5.363], [-5.079, -0.349, 6.426], [-3.394, -1.448, 4.992], [-3.027, -1.207, 2.389], [-2.609, -2.309, 2.713], [-2.522, -0.483, 1.222], [-1.648, -1.075, 0.388], [-1.022, -0.546, -0.782], [-0.117, -1.267, -1.534], [0.335, -0.545, -2.588], [-0.274, 0.688, -2.559], [-0.151, 1.758, -3.437], [-0.896, 2.888, -3.180], [-1.746, 2.953, -2.075], [-1.876, 1.892, -1.206], [-1.138, 0.732, -1.436], [-2.545, 1.967, -0.364], [-2.315, 3.854, -1.903], [-0.823, 3.737, -3.843], [0.504, 1.712, -4.294], [1.341, -0.975, -3.520], [1.101, -0.581, -4.512], [1.337, -2.066, -3.565], [2.761, -0.486, -3.136], [2.892, 0.895, -3.361], [2.328, 1.371, -2.738], [3.117, -0.900, -1.699], [4.548, -1.029, -1.517], [5.243, 0.249, -1.533], [6.747, -0.001, -1.447], [7.086, -0.713, -0.280], [6.400, -1.941, -0.241], [4.886, -1.740, -0.294], [4.392, -2.714, -0.299], [4.562, -1.182, 0.602], [6.691, -2.427, 0.692], [6.707, -2.567, -1.093], [7.292, 0.943, -1.400], [7.068, -0.566, -2.335], [5.012, 0.770, -2.462], [4.931, 0.880, -0.681], [2.670, -0.177, -0.988], [2.680, -1.881, -1.500], [3.477, -0.955, -3.819], [0.217, -2.275, -1.372], [-1.374, -2.098, 0.629], [-2.850, 0.533, 1.084], [-5.024, 0.520, 1.574], [-6.698, 1.600, 2.994], [-6.824, 1.243, 6.717], [-8.020, 0.943, 5.453], [-7.094, 2.440, 5.440]], "mulliken_charge": [-1.38, 0.96, -0.55, -0.69, 0.48, -0.71, -0.60, 0.31, 0.41, 0.18, -0.64, -0.76, -0.55, 1.02, -0.64, 0.40, -0.06, -0.61, -0.74, -0.92, -0.26, 0.63, 0.40, 0.41, 0.40, 0.44, -1.56, 0.35, 0.47, 0.02, -0.61, 0.50, -0.71, 0.01, -0.38, -0.75, -0.38, -0.66, -0.51, 0.37, 0.32, 0.36, 0.35, 0.36, 0.36, 0.41, 0.27, 0.30, 0.45, 0.53, 0.43, 0.44, 0.40, 0.51, 0.39, 0.35, 0.29, 0.35]}

3.
{"formula": "C25H28N3O6PtS3", "method": "the ωB97M-V functional and the def2-TZVPD basis", "lumo_ev": -2.05, "total_charge": 1, "gap_ev": 7.808, "relative_energy_kcal_mol": 10.28, "molar_mass_g_mol": 757.8, "symbols": ["Pt", "N", "N", "C", "N", "S", "H", "H", "H", "H", "H", "O", "S", "C", "C", "C", "C", "S", "O", "C", "C", "C", "C", "C", "C", "C", "C", "C", "C", "C", "C", "H", "H", "H", "H", "H", "H", "H", "H", "H", "H", "H", "H", "H", "H", "H", "H", "H", "H", "O", "C", "O", "C", "C", "C", "C", "O", "C", "O", "C", "C", "H", "H", "H", "H", "H"], "xyz": [[-0.490, -1.340, -0.165], [-0.036, -3.013, 2.247], [0.169, -4.267, 1.678], [0.266, -4.489, 0.370], [0.511, -5.761, 0.008], [0.205, -3.354, -0.900], [0.835, -2.486, 2.287], [-0.485, -3.130, 3.143], [0.321, -5.050, 2.297], [0.844, -6.441, 0.671], [0.647, -5.962, -0.968], [-2.408, -2.177, -0.087], [-3.823, -1.607, -0.028], [-3.766, -0.010, -0.921], [-3.773, 1.270, -0.090], [-3.055, 2.432, -0.811], [-1.938, 3.036, 0.036], [-0.459, 1.983, 0.107], [-1.079, 0.613, 0.372], [0.029, 2.142, -1.606], [-0.155, 1.147, -2.548], [0.283, 1.365, -3.848], [0.901, 2.557, -4.190], [1.098, 3.542, -3.229], [0.667, 3.335, -1.929], [-4.128, -1.095, 1.646], [-5.454, -0.932, 2.020], [-5.743, -0.530, 3.316], [-4.711, -0.319, 4.221], [-3.389, -0.508, 3.837], [-3.087, -0.898, 2.541], [-4.579, -0.047, -1.647], [-2.824, -0.122, -1.464], [-3.252, 1.074, 0.841], [-4.793, 1.546, 0.178], [-3.760, 3.222, -1.072], [-2.622, 2.095, -1.756], [-2.240, 3.178, 1.076], [-1.580, 3.993, -0.345], [-0.605, 0.202, -2.268], [0.144, 0.591, -4.591], [1.242, 2.718, -5.204], [1.597, 4.466, -3.487], [0.851, 4.090, -1.174], [-6.253, -1.124, 1.314], [-6.771, -0.397, 3.622], [-4.939, -0.015, 5.234], [-2.590, -0.348, 4.549], [-2.062, -1.047, 2.225], [2.325, -1.664, 1.212], [2.336, -0.870, 0.283], [1.284, -0.502, -0.410], [3.593, -0.189, -0.152], [3.604, 0.687, -1.230], [4.779, 1.325, -1.636], [5.914, 1.041, -0.919], [7.172, 1.522, -1.114], [7.989, 0.940, -0.093], [7.166, 0.063, 0.676], [5.906, 0.164, 0.156], [4.767, -0.468, 0.567], [2.684, 0.869, -1.768], [4.800, 2.005, -2.475], [8.380, 1.730, 0.550], [8.794, 0.370, -0.557], [4.749, -1.152, 1.403]], "mulliken_charge": [1.62, -0.30, -0.36, 0.95, -0.47, -0.59, 0.23, 0.28, 0.21, 0.19, 0.22, -0.44, 0.01, -0.45, -0.11, -0.94, -0.98, -0.08, -0.56, 1.14, 0.09, -0.86, -0.64, -0.70, -0.76, 0.35, -0.45, -0.56, -0.54, -0.88, 0.26, 0.58, -0.14, -0.02, 0.65, 0.47, 0.36, 0.49, 0.60, 0.11, 0.44, 0.42, 0.45, 0.48, 0.46, 0.40, 0.40, 0.47, 0.29, -0.83, 0.65, -0.54, -0.13, -0.25, -1.09, 1.00, -0.50, -0.24, -0.50, 0.92, -1.06, 0.36, 0.46, 0.25, 0.25, 0.50]}

| no. | largest force on an atom (eV/Å) |
| --- | --- |
| 1 | 8.80 |
| 2 | 0.83 |
| 3 | 0.35 |